# 1
A 18-piece molecular cluster, C72H126N18 overall in a non-equilibrium geometry. Source: the Open Molecules 2025 dataset; level of theory: wB97M-V/def2-TZVPD.

```
! wB97M-V def2-TZVPD RIJCOSX def2/J DEFGRID3
* xyz 0 1
C 10.45 12.29 -11.13
C 11.46 12.26 -12.30
C 12.67 11.36 -12.02
C 12.45 9.94 -11.45
N 12.26 8.87 -11.04
H 10.08 11.33 -10.79
H 9.61 12.97 -11.28
H 11.01 12.60 -10.24
H 11.74 13.27 -12.56
H 10.86 11.93 -13.15
H 13.24 11.98 -11.32
H 13.27 11.40 -12.93
C 12.28 17.61 -13.76
C 11.98 19.14 -13.69
C 10.87 19.54 -12.72
C 9.48 18.96 -12.94
N 8.34 18.60 -13.00
H 11.34 17.08 -13.93
H 12.61 17.34 -12.75
H 13.08 17.40 -14.46
H 11.54 19.32 -14.67
H 12.91 19.70 -13.58
H 10.81 20.63 -12.75
H 11.21 19.39 -11.70
C 1.75 16.78 -5.65
C 1.03 18.19 -5.85
C 1.81 19.12 -6.83
C 3.27 19.06 -6.78
N 4.45 19.04 -6.76
H 1.01 15.98 -5.64
H 2.11 16.65 -4.63
H 2.42 16.57 -6.48
H 0.83 18.60 -4.86
H -0.05 18.19 -6.03
H 1.52 20.16 -6.91
H 1.59 18.81 -7.85
C 8.80 15.27 -16.15
C 9.23 16.34 -17.12
C 10.18 15.79 -18.18
C 10.70 16.88 -19.06
N 11.12 17.71 -19.79
H 9.61 14.94 -15.49
H 8.61 14.29 -16.59
H 7.89 15.50 -15.59
H 9.46 17.30 -16.66
H 8.29 16.50 -17.64
H 9.70 15.12 -18.90
H 11.10 15.35 -17.78
C 14.74 15.79 -8.11
C 13.28 15.55 -7.69
C 12.84 14.35 -8.47
C 12.88 14.64 -9.87
N 12.93 14.86 -10.98
H 15.32 14.87 -8.03
H 15.06 16.60 -7.45
H 14.69 16.18 -9.12
H 12.76 16.44 -8.05
H 13.17 15.40 -6.62
H 11.82 14.06 -8.22
H 13.55 13.53 -8.35
C 13.18 14.21 -1.76
C 13.98 12.86 -1.90
C 13.43 11.87 -3.00
C 13.20 12.32 -4.36
N 13.00 12.75 -5.41
H 12.98 14.74 -2.69
H 13.57 15.00 -1.12
H 12.25 13.88 -1.30
H 14.01 12.24 -1.01
H 15.04 13.13 -1.92
H 12.43 11.50 -2.74
H 14.00 10.94 -3.02
C 13.05 23.81 -11.55
C 13.54 24.44 -10.25
C 12.66 24.24 -9.01
C 12.65 22.78 -8.52
N 12.66 21.66 -8.23
H 13.36 24.37 -12.43
H 12.00 23.52 -11.42
H 13.61 22.88 -11.64
H 13.63 25.52 -10.41
H 14.55 24.09 -10.08
H 11.60 24.45 -9.16
H 13.00 24.88 -8.19
C 6.74 25.07 -8.18
C 8.13 24.50 -8.10
C 8.38 23.38 -7.14
C 7.77 23.38 -5.80
N 7.28 23.35 -4.74
H 6.81 26.10 -8.54
H 6.38 25.34 -7.19
H 6.04 24.58 -8.86
H 8.85 25.25 -7.76
H 8.56 24.37 -9.08
H 9.46 23.39 -7.03
H 8.10 22.42 -7.59
C 5.14 21.14 -12.26
C 5.17 21.54 -10.70
C 6.38 20.95 -10.00
C 7.70 21.39 -10.42
N 8.72 21.79 -10.81
H 4.94 20.07 -12.32
H 6.12 21.40 -12.67
H 4.36 21.73 -12.72
H 4.23 21.19 -10.27
H 5.21 22.61 -10.52
H 6.53 19.87 -10.01
H 6.47 21.26 -8.96
C 6.91 11.16 -14.16
C 8.14 10.26 -14.41
C 7.80 8.80 -14.36
C 7.19 8.27 -15.59
N 6.75 7.89 -16.58
H 6.57 11.09 -13.13
H 6.03 10.96 -14.76
H 7.25 12.17 -14.39
H 8.91 10.47 -13.66
H 8.74 10.47 -15.29
H 7.23 8.56 -13.45
H 8.63 8.10 -14.33
C 4.23 15.95 -11.42
C 4.10 17.42 -10.94
C 3.07 18.31 -11.61
C 1.74 17.67 -11.83
N 0.77 17.11 -11.98
H 4.61 15.86 -12.44
H 3.23 15.53 -11.39
H 4.93 15.25 -10.95
H 5.07 17.91 -10.81
H 3.82 17.41 -9.89
H 3.27 18.69 -12.61
H 2.83 19.16 -10.97
C 8.19 19.02 -5.48
C 9.67 19.17 -5.52
C 10.42 17.87 -5.81
C 9.83 16.66 -5.23
N 9.38 15.70 -4.81
H 8.00 18.43 -4.59
H 7.81 18.47 -6.35
H 7.65 19.95 -5.36
H 10.04 19.70 -4.64
H 10.03 19.83 -6.31
H 11.36 17.93 -5.27
H 10.49 17.58 -6.86
C 9.62 12.10 -4.98
C 8.62 12.39 -3.78
C 7.10 12.40 -4.02
C 6.67 12.66 -5.44
N 6.47 12.92 -6.49
H 9.99 13.02 -5.44
H 9.16 11.53 -5.78
H 10.49 11.62 -4.53
H 8.83 13.41 -3.45
H 8.79 11.77 -2.90
H 6.76 13.32 -3.54
H 6.66 11.48 -3.63
C 6.17 19.17 -15.75
C 5.88 18.57 -17.18
C 4.77 17.55 -16.98
C 5.06 16.52 -16.00
N 5.24 15.69 -15.19
H 6.77 20.07 -15.71
H 6.71 18.43 -15.15
H 5.25 19.28 -15.17
H 6.82 18.21 -17.61
H 5.62 19.39 -17.85
H 4.66 17.11 -17.97
H 3.81 17.97 -16.66
C 14.98 15.19 -14.39
C 13.60 14.47 -14.57
C 13.09 14.46 -15.98
C 14.11 13.97 -16.96
N 14.95 13.64 -17.66
H 15.29 15.31 -13.35
H 15.00 16.21 -14.79
H 15.80 14.70 -14.91
H 12.76 14.77 -13.94
H 13.78 13.41 -14.35
H 12.90 15.50 -16.26
H 12.22 13.81 -16.04
C 3.43 12.67 -12.48
C 2.53 12.55 -11.27
C 1.17 13.28 -11.48
C -0.03 12.58 -11.93
N -1.02 12.15 -12.28
H 4.19 11.89 -12.43
H 3.89 13.65 -12.59
H 2.79 12.34 -13.31
H 3.11 12.96 -10.44
H 2.46 11.50 -10.97
H 1.36 14.06 -12.22
H 1.02 13.92 -10.62
C 8.75 14.72 -8.50
C 7.97 15.13 -9.71
C 8.50 16.47 -10.28
C 8.68 17.65 -9.42
N 8.95 18.58 -8.74
H 8.28 13.84 -8.06
H 8.74 15.53 -7.76
H 9.77 14.39 -8.70
H 6.92 15.19 -9.45
H 7.94 14.37 -10.48
H 7.67 16.71 -10.95
H 9.33 16.36 -10.98
C 3.58 14.02 -2.99
C 4.26 15.02 -3.89
C 4.63 16.25 -3.01
C 5.61 15.95 -1.90
N 6.41 15.78 -1.12
H 4.25 13.69 -2.19
H 3.51 13.12 -3.60
H 2.58 14.35 -2.68
H 3.62 15.31 -4.72
H 5.21 14.65 -4.29
H 3.70 16.53 -2.51
H 5.15 17.02 -3.58
*
```

Summary:
* ΔE to the lowest compared entry with this formula, charge and spin: 802.6 kJ/mol
* gap between HOMO and LUMO: 11.22 eV


# 2
A 2-piece molecular cluster, C2H3ClFNO2 overall in a non-equilibrium geometry. Source: the Open Molecules 2025 dataset; level of theory: wB97M-V/def2-TZVPD.

```
! wB97M-V def2-TZVPD RIJCOSX def2/J DEFGRID3
* xyz 0 1
C 0.17 -1.22 1.09
C 0.45 -0.27 0.21
F 0.28 -0.36 -1.17
N 1.24 0.95 0.39
O 1.67 1.08 1.52
O 1.45 1.61 -0.57
H -0.56 -1.96 0.62
H 0.60 -1.20 2.09
Cl -3.08 1.05 -1.84
H -2.22 0.32 -2.33
*
```

Summary:
* ΔE to the lowest compared entry with this formula, charge and spin: 272.7 kJ/mol
* gap between HOMO and LUMO: 10.48 eV
* structure (SMILES): C=C(F)[N+](=O)[O-].Cl


# 3
C14H30EuNO3P2 as an isolated structure in a non-equilibrium geometry. Source: the Open Molecules 2025 dataset; level of theory: wB97M-V/def2-TZVPD.

```
! wB97M-V def2-TZVPD RIJCOSX def2/J DEFGRID3
* xyz 2 7
Eu -0.19 -0.84 0.88
P -2.86 0.20 -0.11
C -2.39 0.67 -1.80
C -0.97 0.71 -2.14
N 0.11 0.44 -1.34
C 1.32 0.93 -1.73
C 1.47 1.70 -2.86
C 0.38 1.94 -3.66
C -0.83 1.43 -3.31
C 2.60 0.68 -0.98
P 2.62 -0.89 -0.07
H -1.71 1.77 -3.80
H 2.46 1.95 -3.23
H 0.46 2.47 -4.59
H 3.49 0.80 -1.61
H 2.80 1.49 -0.27
H -3.05 0.04 -2.39
H -2.74 1.67 -1.92
H -1.18 -3.49 -2.36
O -1.58 -3.81 -3.19
H -0.77 -3.75 -3.75
H -0.60 -3.54 1.51
O 0.27 -3.28 1.24
H 0.67 -3.78 0.62
C 3.17 -1.99 -1.47
H 4.16 -1.74 -1.90
H 3.25 -2.99 -0.99
H 2.38 -2.01 -2.25
C 4.22 -0.70 0.83
H 4.29 -1.58 1.50
H 5.13 -0.71 0.20
H 4.22 0.22 1.43
C -3.77 1.75 0.05
H -4.68 1.73 -0.57
H -3.95 1.73 1.12
H -3.18 2.62 -0.26
C -4.21 -0.98 -0.33
H -4.31 -1.37 0.69
H -5.10 -0.45 -0.72
H -3.90 -1.77 -1.05
C 1.14 2.06 3.92
C 0.54 0.64 3.86
C -0.88 0.72 4.45
O 0.47 0.22 2.51
H 0.48 2.64 3.28
H 2.11 1.99 3.43
H 1.26 2.44 4.97
H 1.11 -0.13 4.44
H -1.46 1.42 3.83
H -1.41 -0.24 4.39
H -0.86 1.01 5.51
*
```

Summary:
* gap between HOMO and LUMO (spin up / spin down): 7.15 / 8.75 eV


# 4
A 4-piece molecular cluster, H8O4 overall. Source: the Open Molecules 2025 dataset; level of theory: wB97M-V/def2-TZVPD.

```
! wB97M-V def2-TZVPD RIJCOSX def2/J DEFGRID3
* xyz 0 1
O 1.81 -1.41 -2.08
H 1.36 -1.99 -1.46
H 1.82 -0.56 -1.65
O -0.45 0.89 -1.98
H -0.71 0.59 -2.85
H 0.22 1.57 -2.14
O -0.66 -0.48 3.74
H 0.30 -0.47 3.84
H -0.80 -0.54 2.79
O -1.05 0.46 0.77
H -1.12 1.34 1.15
H -0.72 0.60 -0.13
*
```

Summary:
* ΔE to the lowest compared entry with this formula, charge and spin: 78.0 kJ/mol
* gap between HOMO and LUMO: 11.29 eV
* structure (SMILES): O.O.O.O


# 5
C12H25CaClNO2P2 as an isolated structure in a non-equilibrium geometry. Source: the Open Molecules 2025 dataset; level of theory: wB97M-V/def2-TZVPD.

```
! wB97M-V def2-TZVPD RIJCOSX def2/J DEFGRID3
* xyz 1 1
Ca 0.98 -1.48 0.42
P 1.80 0.74 1.78
C 1.05 2.05 0.84
C 0.50 1.79 -0.45
N 0.18 0.48 -0.83
C -0.42 0.22 -2.00
C -0.60 1.23 -2.95
C -0.24 2.55 -2.65
C 0.26 2.84 -1.39
C -0.94 -1.17 -2.33
P -1.34 -2.22 -0.83
H 0.53 3.85 -1.09
H -1.05 0.96 -3.89
H -0.39 3.35 -3.39
H -1.87 -1.08 -2.90
H -0.22 -1.70 -2.99
H -1.09 2.73 1.67
H 1.21 3.10 1.10
H -2.48 1.06 2.44
O -1.89 2.50 2.19
H -2.35 3.32 2.44
H -0.78 -1.29 2.01
O -2.90 0.18 2.66
H -2.33 -0.49 2.22
C -3.12 -1.80 -0.71
H -3.62 -2.10 -1.63
H -3.53 -2.37 0.14
H -3.24 -0.72 -0.54
C -1.39 -3.85 -1.66
H -1.72 -4.58 -0.91
H -2.12 -3.82 -2.49
H -0.39 -4.11 -2.05
C 3.59 0.97 1.57
H 3.87 1.95 1.97
H 4.10 0.18 2.14
H 3.86 0.90 0.51
C 1.43 1.16 3.51
H 1.95 0.43 4.14
H 1.81 2.17 3.72
H 0.35 1.11 3.68
Cl 3.41 -2.90 0.46
C 2.92 -2.11 -0.96
H 3.54 -1.23 -1.18
H 2.67 -2.81 -1.76
*
```

Summary:
* gap between HOMO and LUMO (spin up / spin down): 4.08 / 5.13 eV


# 6
C30H31N7O8OsPSe as an isolated structure. Source: the Open Molecules 2025 dataset; level of theory: wB97M-V/def2-TZVPD.

```
! wB97M-V def2-TZVPD RIJCOSX def2/J DEFGRID3
* xyz 3 5
Os -0.19 0.20 -0.67
N -4.32 2.32 -3.14
C -3.97 2.69 -1.72
P -2.14 2.84 -1.61
O -1.65 2.93 -3.03
O -1.60 1.80 -0.64
C -1.68 4.49 -0.89
N -1.10 5.32 -2.00
H -3.48 2.48 -3.73
H -5.11 2.84 -3.51
H -4.49 1.30 -3.17
H -4.33 1.90 -1.07
H -4.48 3.62 -1.46
H -0.92 4.33 -0.13
H -2.52 5.02 -0.43
H -0.19 5.71 -1.76
H -1.70 6.10 -2.27
H -1.01 4.68 -2.82
O -3.77 -0.36 -1.99
C -2.80 -0.89 -1.48
O -1.57 -0.70 -1.87
C -2.88 -1.77 -0.26
C -3.18 -3.12 -0.29
C -2.96 -3.87 0.86
C -2.37 -3.36 2.00
C -2.06 -2.02 1.98
C -2.36 -1.20 0.90
N -1.25 -1.43 3.06
O -1.25 -1.97 4.13
O -0.57 -0.46 2.74
N -3.30 -5.31 0.82
O -2.81 -6.00 1.69
O -4.02 -5.68 -0.07
H -3.60 -3.60 -1.16
H -2.15 -3.99 2.85
H -2.20 -0.13 0.99
C 2.05 -2.36 2.04
N 1.39 -3.22 1.07
C 1.17 -2.96 -0.23
Se 1.62 -1.37 -1.16
N 0.71 -4.06 -0.82
C 0.65 -5.10 0.10
C 0.27 -6.43 -0.02
C 0.33 -7.19 1.14
C 0.74 -6.64 2.36
C 1.12 -5.31 2.48
C 1.07 -4.56 1.31
H 2.04 -1.33 1.68
H 3.08 -2.69 2.17
H 1.52 -2.41 2.99
H 0.53 -4.13 -1.82
H -0.04 -6.86 -0.96
H 0.05 -8.23 1.09
H 0.76 -7.27 3.24
H 1.45 -4.90 3.42
N 0.99 1.33 0.23
C 1.92 2.21 0.10
C 2.63 2.28 -1.19
C 4.02 2.42 -1.23
C 4.68 2.40 -2.45
C 3.97 2.25 -3.63
C 2.59 2.11 -3.61
C 1.92 2.12 -2.39
C 2.27 3.06 1.24
C 2.93 4.28 1.04
C 3.24 5.08 2.12
C 2.91 4.66 3.41
C 2.24 3.46 3.61
C 1.92 2.66 2.53
H 4.58 2.51 -0.31
H 5.76 2.50 -2.48
H 4.49 2.23 -4.58
H 2.03 2.00 -4.53
H 0.83 2.05 -2.39
H 3.19 4.60 0.04
H 3.76 6.02 1.97
H 3.17 5.28 4.26
H 1.99 3.14 4.62
H 1.41 1.72 2.68
*
```

Summary:
* gap between HOMO and LUMO (spin up / spin down): 8.00 / 5.81 eV


no.,calculated total energy (Eh)
1,-3804.29157
2,-843.15440
3,-2224.40760
4,-305.74951
5,-2497.65642
6,-4979.43885